C36H72O72S18 | ωB97M-V with the def2-TZVPD basis set

Cartesian coordinates (Å):
C 1.638 3.647 7.799
C 1.767 3.332 6.344
O 0.752 2.312 6.161
S -0.525 2.632 7.013
O -1.022 1.447 7.530
O -1.396 3.451 6.277
O 0.261 3.449 8.147
H 1.883 4.669 8.034
H 2.246 2.976 8.503
H 2.644 2.832 5.981
H 1.500 4.202 5.794
C -2.242 5.563 -7.472
C -1.094 6.059 -8.403
O 0.043 5.288 -7.921
S -0.479 3.908 -7.336
O 0.444 3.427 -6.320
O -0.858 3.061 -8.429
O -1.713 4.439 -6.594
H -3.203 5.289 -7.858
H -2.397 6.334 -6.675
H -0.783 7.083 -8.253
H -1.214 5.714 -9.444
C -3.661 -0.031 4.931
C -4.739 -0.043 6.049
O -4.783 -1.438 6.511
S -4.475 -2.421 5.320
O -5.709 -2.682 4.603
O -3.650 -3.492 5.789
O -3.557 -1.429 4.421
H -2.676 0.214 5.290
H -3.940 0.563 4.126
H -5.704 0.366 5.718
H -4.408 0.594 6.909
C -4.560 -1.234 -4.406
C -4.370 -1.046 -2.843
O -4.230 0.344 -2.641
S -4.925 1.172 -3.797
O -4.097 2.334 -4.081
O -6.307 1.455 -3.629
O -4.655 0.073 -4.918
H -5.397 -1.838 -4.717
H -3.674 -1.665 -4.931
H -3.450 -1.435 -2.411
H -5.258 -1.380 -2.268
C 0.945 -2.625 5.533
C 1.770 -1.500 4.969
O 1.228 -1.399 3.641
S -0.306 -1.718 3.612
O -0.523 -2.720 2.603
O -1.149 -0.566 3.409
O -0.429 -2.282 5.017
H 0.895 -2.559 6.661
H 1.215 -3.593 5.050
H 2.780 -1.807 4.804
H 1.628 -0.530 5.426
C 3.174 1.461 0.530
C 4.135 2.339 1.231
O 4.760 1.500 2.281
S 3.595 0.589 2.830
O 2.784 1.384 3.744
O 3.942 -0.665 3.275
O 2.721 0.545 1.500
H 3.654 0.931 -0.277
H 2.289 1.987 0.177
H 3.730 3.250 1.743
H 5.035 2.591 0.678
C 2.613 -5.277 2.049
C 3.923 -6.014 2.333
O 4.281 -5.596 3.646
S 4.003 -4.068 3.697
O 5.091 -3.347 3.078
O 3.701 -3.648 5.021
O 2.669 -4.068 2.956
H 1.804 -5.906 2.413
H 2.495 -4.862 1.040
H 4.753 -5.696 1.685
H 3.896 -7.080 2.347
C 0.302 0.517 -5.626
C -0.935 0.523 -6.460
O -1.614 -0.600 -5.928
S -0.643 -1.859 -5.715
O -0.557 -2.763 -6.775
O -1.090 -2.335 -4.427
O 0.663 -0.876 -5.615
H 0.083 0.852 -4.616
H 1.064 1.175 -5.902
H -0.716 0.322 -7.525
H -1.524 1.399 -6.304
C -1.864 -5.647 4.013
C -1.960 -7.087 3.412
O -0.784 -7.872 3.816
S -0.075 -7.027 5.025
O 1.061 -6.220 4.564
O 0.045 -7.903 6.107
O -1.165 -5.917 5.290
H -2.824 -5.265 4.215
H -1.131 -5.054 3.416
H -1.854 -6.887 2.330
H -2.849 -7.550 3.733
C -3.263 -2.328 1.399
C -4.718 -2.673 1.133
O -4.637 -3.985 0.563
S -3.289 -4.224 -0.157
O -3.470 -4.196 -1.582
O -2.603 -5.293 0.508
O -2.638 -2.834 0.169
H -2.722 -2.667 2.300
H -3.253 -1.242 1.279
H -4.957 -1.921 0.381
H -5.449 -2.696 1.919
C -0.276 5.580 -2.250
C -1.135 4.768 -3.145
O -1.996 5.754 -3.702
S -1.462 7.150 -3.784
O -2.382 8.038 -3.176
O -0.992 7.407 -5.114
O -0.117 6.870 -2.871
H 0.756 5.211 -2.125
H -0.744 5.753 -1.291
H -1.721 3.918 -2.664
H -0.724 4.272 -4.067
C 2.791 -1.763 -2.559
C 3.980 -2.520 -3.213
O 4.817 -2.815 -2.112
S 4.084 -2.565 -0.699
O 4.486 -1.290 -0.181
O 4.061 -3.649 0.227
O 2.632 -2.432 -1.366
H 1.797 -1.765 -3.055
H 3.090 -0.722 -2.433
H 4.456 -1.885 -3.916
H 3.627 -3.453 -3.658
C 0.353 -6.882 -1.085
C 0.859 -5.485 -1.433
O 2.251 -5.469 -1.103
S 2.803 -6.857 -1.550
O 3.981 -7.186 -0.767
O 2.771 -6.894 -2.959
O 1.608 -7.671 -1.003
H -0.259 -7.322 -1.855
H -0.062 -6.902 -0.082
H 0.411 -4.628 -0.875
H 0.715 -5.271 -2.490
C 3.298 5.306 -4.456
C 3.169 3.706 -4.398
O 2.922 3.418 -3.026
S 3.729 4.374 -2.094
O 5.097 4.022 -1.993
O 3.018 4.539 -0.831
O 3.568 5.731 -3.052
H 2.431 5.876 -4.846
H 4.159 5.481 -5.129
H 4.113 3.195 -4.582
H 2.398 3.332 -5.095
C -2.346 3.291 3.379
C -0.848 3.027 3.233
O -0.633 3.411 1.935
S -1.466 4.673 1.465
O -2.087 4.364 0.214
O -0.724 5.887 1.716
O -2.491 4.532 2.626
H -2.695 3.502 4.413
H -2.961 2.545 2.937
H -0.576 1.965 3.282
H -0.216 3.638 3.958
C -6.920 2.696 -0.599
C -5.631 3.436 -0.337
O -5.055 2.825 0.778
S -5.554 1.235 0.956
O -6.190 1.106 2.244
O -4.451 0.397 0.638
O -6.602 1.288 -0.239
H -7.159 2.732 -1.643
H -7.748 3.031 0.068
H -5.862 4.466 -0.035
H -4.987 3.303 -1.199
C 7.075 0.306 0.070
C 7.895 -0.629 -0.776
O 7.169 -0.723 -2.012
S 6.499 0.704 -2.284
O 5.358 0.635 -3.197
O 7.618 1.520 -2.660
O 6.066 0.985 -0.795
H 7.661 1.103 0.485
H 6.562 -0.148 0.927
H 8.050 -1.655 -0.343
H 8.909 -0.222 -1.064
C -0.497 0.975 0.564
C -0.260 -0.375 0.101
O -0.769 -0.440 -1.334
S -0.316 0.932 -2.002
O -1.264 1.440 -2.965
O 1.029 0.801 -2.522
O -0.196 1.823 -0.655
H 0.124 1.131 1.402
H -1.597 1.112 0.818
H -0.782 -1.165 0.687
H 0.751 -0.750 0.073

Properties
**Multiplicity**: 1
**DFT total energy**: -380936.1683 eV
**HOMO-LUMO gap**: 10.7078 eV
**Energy above the lowest of the compared OMol25 structures with the same formula, charge and spin**: 13.7 kcal/mol

C2H4NO2 | ωB97M-V with the def2-TZVPD basis set

Cartesian coordinates (Å):
C 0.408 -0.448 -0.453
C -0.365 0.530 0.267
N 2.163 1.065 1.041
O 3.104 1.598 0.631
O 0.886 0.793 -0.275
H 0.683 -1.235 0.161
H 0.170 -0.802 -1.495
H -1.266 1.164 -0.013
H -0.469 0.208 1.282

Properties
**Multiplicity**: 1
**DFT total energy**: -7710.9233 eV
**HOMO-LUMO gap (alpha / beta)**: 8.9955 / 8.9947 eV
**Energy above the lowest of the compared OMol25 structures with the same formula, charge and spin**: 116.1 kcal/mol
**Net charge**: +1